91
Properties=species:S:1:pos:R:3:forces:R:3:lowdin_charge:R:1 method="wB97M-V/def2-TZVPD" e_homo_ev=-1.333 charge=-2 gap_ha=0.150 de_lowest_kj_mol=33.6
Ba -1.1115 -0.4080 -1.0581 -0.57 0.49 1.17 1.7446
O 2.9449 0.3038 2.2003 0.03 -0.11 0.06 0.0856
C 2.4833 1.0221 1.1418 -0.06 0.18 -0.04 -0.4705
O 2.0431 2.1272 1.2622 -0.03 -0.05 0.09 0.1054
C 2.6448 0.3043 -0.1614 0.08 0.09 0.04 -0.2089
C 3.7300 -0.5288 -0.3737 -0.04 0.09 0.19 -0.0212
C 3.8884 -1.0826 -1.6347 -0.03 -0.03 -0.13 -0.0533
C 2.9466 -0.8010 -2.6005 0.12 -0.08 0.13 -0.0033
C 1.8626 0.0203 -2.2827 0.29 0.03 -0.28 -0.2090
N 1.7273 0.5935 -1.0869 -0.13 -0.44 -0.31 0.1418
C 0.8026 0.2299 -3.4084 0.45 0.01 -0.02 -0.7146
O 1.0960 -0.3011 -4.4843 -0.10 0.11 -0.10 -0.0081
O -0.2168 0.8808 -3.0811 -0.15 -0.14 -0.07 -0.2466
H 2.7781 0.8574 2.9780 0.01 0.02 -0.04 0.1259
H 4.4211 -0.7278 0.4339 -0.01 0.00 -0.01 0.1125
H 4.7289 -1.7323 -1.8498 0.00 0.01 0.01 0.1022
H 2.9832 -1.2066 -3.6006 0.00 0.00 0.00 0.1138
Se 1.3491 -2.6199 7.3721 0.00 -0.01 -0.01 1.0328
N 0.2279 -1.4251 6.6549 0.02 -0.02 -0.05 -0.2380
C 0.3337 -1.5306 5.3573 -0.06 0.07 0.12 -0.3363
C -0.4104 -0.7125 4.4139 -0.02 0.02 -0.16 -0.1025
C -1.3305 0.2532 4.8333 0.03 -0.03 0.11 -0.0061
C -1.9751 1.0056 3.8899 -0.03 0.05 -0.03 -0.0216
C -1.6820 0.7915 2.5395 -0.03 -0.07 0.05 -0.1846
N -0.8156 -0.1217 2.1250 0.05 -0.06 -0.03 0.1007
C -0.2005 -0.8794 3.0386 -0.08 0.12 0.05 -0.1527
C 0.7221 -1.9246 2.5428 0.09 -0.11 -0.01 -0.1492
N 0.8238 -2.0835 1.2183 -0.06 0.08 0.03 0.1363
C 1.6544 -3.0035 0.7540 0.07 -0.03 0.03 -0.1143
C 2.4348 -3.8187 1.5749 -0.01 0.01 -0.09 -0.0410
C 2.3263 -3.6743 2.9353 0.02 0.00 0.12 -0.0121
C 1.4518 -2.7152 3.4413 -0.03 0.02 -0.11 -0.1014
C 1.2727 -2.5219 4.8729 0.10 -0.11 0.05 -0.3388
N 1.9156 -3.2075 5.7781 -0.04 0.05 0.00 -0.2413
H -1.5134 0.3848 5.8922 0.01 -0.01 0.00 0.1105
H -2.6975 1.7623 4.1629 0.00 0.01 -0.02 0.1117
H -2.1479 1.3940 1.7730 -0.04 -0.02 0.00 -0.0214
H 1.6825 -3.0976 -0.3229 0.02 0.00 0.00 0.0822
H 3.0979 -4.5515 1.1346 0.00 0.01 0.00 0.1004
H 2.8960 -4.2847 3.6244 -0.01 0.01 0.01 0.1093
C -7.1341 5.9982 -0.0619 0.01 0.01 -0.01 -0.0795
C -5.7567 5.3867 -0.0304 -0.03 -0.01 0.02 -0.3046
C -4.7702 5.8673 0.8156 0.01 -0.01 0.02 -0.0518
C -3.4941 5.3057 0.8576 0.02 0.01 -0.04 -0.3416
C -2.4839 5.8930 1.8039 0.01 0.00 0.00 -0.1402
C -3.1683 4.2212 0.0238 -0.09 -0.11 0.01 -0.5603
Te -1.2298 3.3510 0.0664 0.15 0.13 -0.09 0.7130
C -4.1706 3.7260 -0.8374 0.00 -0.01 0.03 -0.3197
C -3.9227 2.5400 -1.7276 0.02 -0.04 0.03 -0.1188
C -5.4321 4.3121 -0.8487 0.02 0.01 -0.03 -0.0425
H -7.2429 6.7538 0.7184 0.00 0.00 0.00 0.0604
H -7.9094 5.2436 0.0928 0.00 0.00 0.00 0.0680
H -7.3396 6.4810 -1.0216 0.00 0.00 0.00 0.0674
H -4.9957 6.7050 1.4716 0.00 0.00 0.00 0.0966
H -2.9422 6.6566 2.4379 0.00 0.01 -0.01 0.0581
H -1.6499 6.3366 1.2541 0.01 -0.01 0.00 0.0560
H -2.0385 5.1163 2.4282 -0.01 0.00 0.01 0.0346
H -3.8876 1.6258 -1.1240 -0.01 0.02 -0.01 0.0289
H -2.9604 2.6225 -2.2357 -0.01 0.05 -0.04 0.0335
H -4.7190 2.4343 -2.4675 -0.01 -0.01 0.01 0.0686
H -6.1877 3.9083 -1.5184 0.00 -0.01 0.00 0.1064
N -8.1986 -3.4345 6.5607 0.00 0.00 0.00 0.1137
C -7.5487 -3.0170 5.7057 -0.01 0.00 0.02 -0.2158
C -6.7426 -2.4975 4.6426 0.03 0.04 -0.06 -0.2653
C -6.7759 -1.1352 4.3299 -0.01 -0.01 0.02 -0.0479
C -6.0026 -0.6380 3.3027 0.00 -0.02 0.00 -0.0331
C -5.1639 -1.4785 2.5456 0.07 0.08 0.03 -0.2694
C -5.1419 -2.8464 2.8767 -0.02 0.01 0.03 -0.0339
C -5.9154 -3.3467 3.9026 0.00 -0.02 0.01 -0.0491
C -4.3553 -0.9597 1.5035 -0.02 0.00 -0.12 -0.2344
C -3.6537 -0.5063 0.5958 0.13 -0.20 -0.13 -0.1400
H -7.4133 -0.4736 4.9030 0.00 0.00 0.00 0.1095
H -6.0263 0.4155 3.0584 0.00 0.00 0.00 0.1148
H -4.4989 -3.5032 2.3066 0.00 0.00 -0.01 0.1123
H -5.8860 -4.4020 4.1436 0.00 0.00 0.00 0.1089
O -1.7386 -2.6017 -2.5233 -0.01 0.01 -0.09 -0.1493
C -0.5551 -2.9974 -2.5749 -0.09 -0.22 -0.35 -0.6831
O 0.3659 -2.6732 -1.7890 0.02 0.16 -0.03 -0.1641
C -0.1846 -3.9485 -3.7039 -0.01 -0.02 0.07 -0.0927
C 1.0716 -4.5363 -3.7362 0.02 0.04 -0.03 -0.0024
C 1.4207 -5.4133 -4.7549 0.00 -0.01 0.03 -0.0657
C 0.5140 -5.7069 -5.7572 -0.05 0.01 -0.07 -0.0171
C -0.7356 -5.1049 -5.7142 0.29 0.24 0.12 -0.1412
C -1.1023 -4.2319 -4.7042 -0.05 -0.03 -0.07 0.0776
N -1.6951 -5.4191 -6.7742 -0.56 -0.74 0.25 -0.3539
O -1.3784 -6.2623 -7.6018 0.13 0.30 -0.10 0.0410
O -2.8003 -4.9170 -6.7174 0.21 0.21 -0.15 0.0764
H 1.7696 -4.2777 -2.9508 0.00 0.00 0.00 0.1137
H 2.4034 -5.8672 -4.7701 0.00 0.00 -0.01 0.0991
H 0.7511 -6.3822 -6.5652 0.01 0.00 0.00 0.1088
H -2.0784 -3.7708 -4.6785 0.00 0.00 0.00 0.1314

85
Properties=species:S:1:pos:R:3:forces:R:3:lowdin_charge:R:1 method="wB97M-V/def2-TZVPD" e_homo_ev=-13.731 charge=+2 gap_ha=0.274 de_lowest_kj_mol=0.0
Hf -0.7533 0.1224 0.1280 0.11 -0.17 0.40 1.3538
F -7.5065 0.5207 -2.7251 -0.04 0.01 -0.01 0.1879
C -6.3222 0.0169 -2.4656 0.01 -0.04 -0.09 -0.1176
C -5.7113 -0.8396 -3.3663 -0.03 0.05 0.10 -0.1187
F -6.3235 -1.1626 -4.4842 -0.01 -0.02 -0.05 0.1814
C -4.4582 -1.3663 -3.0772 0.02 0.03 0.04 -0.1989
F -3.9476 -2.2245 -3.9520 0.04 -0.02 -0.01 0.1287
C -3.7725 -1.0321 -1.9168 -0.02 -0.06 -0.06 -0.2917
P -2.1367 -1.6866 -1.4512 -0.16 0.02 0.03 1.0232
C -1.2416 -2.1176 -2.9453 0.08 -0.04 0.06 -0.3841
C -0.5458 -3.3213 -3.0097 -0.02 -0.01 0.00 -0.0730
C 0.2344 -3.6008 -4.1240 0.02 0.01 -0.03 -0.0536
C 0.3219 -2.6826 -5.1600 0.00 -0.02 0.03 -0.0463
C -0.3613 -1.4740 -5.0841 -0.01 0.06 -0.01 -0.0478
C -1.1333 -1.1835 -3.9742 -0.01 -0.02 -0.01 -0.0961
C -2.5252 -3.1758 -0.5113 0.10 0.11 0.11 -0.3671
C -3.3120 -4.1843 -1.0660 -0.03 -0.01 -0.05 -0.0648
C -3.6523 -5.2895 -0.3043 0.01 0.01 0.00 -0.0400
C -3.2168 -5.3892 1.0120 -0.02 -0.01 -0.04 -0.0399
C -2.4369 -4.3877 1.5696 0.05 0.03 0.07 -0.0509
C -2.0882 -3.2832 0.8086 -0.06 -0.06 -0.09 -0.1086
C -4.4278 -0.1842 -1.0245 0.09 -0.04 -0.01 -0.5073
Br -3.6365 0.2488 0.6592 -0.15 -0.01 -0.10 0.9201
C -5.6781 0.3360 -1.2776 0.07 0.04 0.13 -0.2469
F -6.2756 1.1371 -0.4105 -0.01 0.02 0.03 0.1200
H -0.6183 -4.0427 -2.2055 -0.01 -0.01 0.00 0.1134
H 0.7623 -4.5430 -4.1848 0.00 0.00 -0.01 0.1167
H 0.9214 -2.9071 -6.0317 0.00 -0.01 -0.01 0.1177
H -0.2918 -0.7578 -5.8914 0.01 -0.01 -0.01 0.1182
H -1.6607 -0.2369 -3.9168 0.01 0.00 -0.02 0.1179
H -3.6532 -4.1076 -2.0920 0.00 -0.02 0.00 0.1163
H -4.2590 -6.0738 -0.7356 0.00 0.00 -0.01 0.1207
H -3.4861 -6.2536 1.6032 0.00 0.00 0.01 0.1206
H -2.0936 -4.4675 2.5922 -0.01 -0.02 0.00 0.1176
H -1.4508 -2.5241 1.2539 0.00 -0.02 0.00 0.0728
O 0.5217 -1.6921 -0.0311 -0.05 0.07 0.06 -0.1049
C 1.2145 -1.0230 -0.8563 -0.08 0.14 -0.28 -0.6050
O 0.6100 -0.0683 -1.4735 0.09 -0.06 -0.11 -0.1290
C 2.6858 -1.0293 -0.7974 0.06 -0.05 0.02 -0.1483
C 3.5631 -1.7489 -1.5871 -0.07 -0.03 -0.06 0.0115
C 4.9244 -1.6040 -1.3644 0.02 0.03 0.03 -0.0304
C 5.3878 -0.7482 -0.3722 0.00 0.00 -0.01 -0.0318
C 4.4978 -0.0293 0.4114 0.01 0.04 0.02 -0.0461
C 3.1300 -0.1687 0.2091 0.00 0.03 0.05 -0.2889
P 1.9023 0.7762 1.1868 0.00 0.09 -0.05 1.0950
C 2.4498 2.4875 0.9104 0.03 -0.12 0.00 -0.3486
C 2.9814 3.3231 1.8847 -0.06 -0.02 0.04 -0.0685
C 3.4056 4.6007 1.5399 0.01 0.02 -0.02 -0.0546
C 3.3190 5.0371 0.2272 0.00 -0.03 0.02 -0.0546
C 2.8163 4.1903 -0.7549 0.00 0.03 -0.01 -0.0586
C 2.3815 2.9225 -0.4152 -0.02 -0.04 0.00 -0.1079
C 2.1919 0.2726 2.8992 0.02 0.05 -0.05 -0.3631
C 2.7576 -0.9752 3.1597 -0.02 0.00 0.05 -0.0753
C 2.9003 -1.4117 4.4688 0.03 -0.03 -0.01 -0.0533
C 2.4854 -0.6114 5.5219 -0.02 0.04 -0.01 -0.0512
C 1.9151 0.6293 5.2666 0.00 0.02 -0.01 -0.0551
C 1.7601 1.0690 3.9616 0.02 -0.07 0.04 -0.1369
H 3.1908 -2.4060 -2.3617 0.01 0.00 0.00 0.1248
H 5.6299 -2.1568 -1.9690 -0.01 -0.01 -0.01 0.1213
H 6.4515 -0.6378 -0.2118 0.00 0.00 0.00 0.1211
H 4.8655 0.6427 1.1780 0.01 -0.01 0.00 0.1273
H 3.0907 2.9842 2.9051 0.00 0.01 0.01 0.0996
H 3.8224 5.2466 2.3008 0.00 0.01 0.00 0.1166
H 3.6621 6.0283 -0.0369 0.00 0.01 0.00 0.1163
H 2.7740 4.5168 -1.7856 0.01 0.01 0.00 0.1163
H 2.0132 2.2501 -1.1840 0.00 0.04 -0.02 0.1020
H 3.0963 -1.6053 2.3476 -0.01 -0.01 0.01 0.1086
H 3.3479 -2.3772 4.6625 0.00 0.00 0.01 0.1165
H 2.6104 -0.9483 6.5419 0.00 -0.01 0.00 0.1173
H 1.5972 1.2595 6.0866 0.00 0.00 0.01 0.1158
H 1.3145 2.0368 3.7737 -0.01 0.03 0.01 0.0745
Cl -1.2676 1.0697 2.5849 -0.06 0.05 -0.07 0.6626
C -0.9498 2.8065 2.1814 -0.02 -0.13 -0.11 -0.5054
C -0.8256 3.6380 3.2774 0.03 0.01 0.01 -0.1028
C -0.5204 4.9667 3.0403 0.01 0.03 -0.06 -0.0445
C -0.3532 5.4080 1.7323 -0.03 -0.02 0.09 -0.0392
C -0.5108 4.5369 0.6700 0.00 -0.01 -0.06 -0.0262
C -0.8260 3.1855 0.8507 0.08 0.13 0.15 -0.3309
C -0.9798 2.2654 -0.3306 -0.02 -0.02 -0.09 -0.2891
H -0.9611 3.2609 4.2817 0.00 -0.01 0.01 0.1184
H -0.4162 5.6510 3.8704 0.00 0.00 0.02 0.1216
H -0.1106 6.4445 1.5424 0.00 0.01 -0.01 0.1221
H -0.3935 4.9010 -0.3426 0.02 -0.01 -0.01 0.1283
H -0.3888 2.6473 -1.1641 0.05 -0.03 0.01 0.0647
H -2.0278 2.3042 -0.6756 -0.01 0.05 -0.02 0.0540

98
Properties=species:S:1:pos:R:3:forces:R:3:lowdin_charge:R:1 method="wB97M-V/def2-TZVPD" e_homo_ev=-8.030 charge=0 gap_ha=0.281 de_lowest_kj_mol=12.4
Sc 0.4635 -1.3191 1.1320 0.23 -0.25 -0.62 0.8422
Cl -0.6846 2.3633 4.3435 -0.04 -0.01 -0.10 0.7350
C 0.8779 2.0508 3.6641 0.02 -0.03 0.09 -0.5670
C 1.9717 2.7891 4.1542 0.01 -0.16 0.09 -0.1318
C 3.2334 2.5578 3.6990 0.02 -0.15 0.12 -0.6307
Cl 4.5520 3.5225 4.2921 -0.01 0.01 -0.01 0.7060
C 3.4741 1.5630 2.7210 -0.01 -0.02 0.02 -0.1850
C 4.7357 1.2402 2.1795 0.01 -0.01 0.01 -0.0081
C 4.8350 0.2606 1.2311 0.02 0.01 0.00 -0.0226
C 3.6739 -0.4126 0.8168 -0.04 -0.01 -0.01 -0.0951
N 2.4868 -0.1191 1.2886 -0.03 -0.14 0.02 0.0479
C 2.3632 0.8520 2.2282 0.01 -0.05 0.06 -0.1569
C 1.0231 1.0829 2.6900 0.02 -0.05 0.01 -0.3828
O 0.0493 0.3757 2.1693 -0.01 0.18 0.16 -0.2199
H 1.7949 3.5483 4.9033 -0.01 0.00 -0.01 0.1133
H 5.6135 1.7666 2.5295 0.00 0.01 0.00 0.0970
H 5.7909 -0.0143 0.8081 0.00 0.00 0.00 0.1103
H 3.7178 -1.2204 0.0957 0.01 0.00 0.00 0.1118
Cl 0.7831 -7.0339 5.9210 0.00 0.00 0.00 0.6727
C 1.0331 -5.7244 4.8320 0.01 0.01 -0.02 -0.7138
C 0.1084 -4.6836 4.7599 0.01 0.00 0.00 -0.6955
Cl -1.2894 -4.6934 5.7600 -0.01 0.00 0.01 0.7014
C 0.3163 -3.6364 3.8773 0.01 -0.01 -0.01 -0.5736
Cl -0.7780 -2.3090 3.7711 -0.06 0.03 0.05 0.8187
C 1.4332 -3.5851 3.0287 0.01 0.00 0.01 -0.4574
O 1.6123 -2.6001 2.1933 -0.23 0.03 -0.02 -0.2283
C 2.3576 -4.6375 3.1290 0.00 0.02 0.01 -0.6045
Cl 3.7545 -4.5682 2.1184 0.01 0.00 -0.01 0.7228
C 2.1616 -5.6904 4.0147 -0.01 0.00 0.01 -0.6983
Cl 3.3195 -6.9602 4.1005 0.00 -0.01 0.00 0.6850
C -2.5180 -2.3898 -1.4933 0.00 -0.01 0.01 0.0326
C -2.3208 -2.6562 -0.0002 0.03 0.03 -0.05 -0.4268
O -1.0861 -2.2597 0.4164 0.26 0.06 0.42 -0.2412
C -2.4744 -4.1686 0.2799 -0.02 -0.02 0.00 -0.5484
F -1.6967 -4.8772 -0.5628 -0.05 0.02 0.04 0.1451
F -3.7405 -4.5859 0.0953 0.06 0.00 0.01 0.1598
F -2.1087 -4.5049 1.5198 -0.01 0.00 -0.05 0.1609
C -3.3959 -1.8727 0.7952 0.00 -0.04 -0.01 -0.5494
F -4.6193 -1.9656 0.2440 0.01 0.00 0.00 0.1513
F -3.0682 -0.5731 0.8113 -0.02 0.03 -0.02 0.1503
F -3.5039 -2.2687 2.0692 0.01 -0.01 0.00 0.1509
H -1.6878 -2.8462 -2.0306 0.00 0.00 0.00 0.0884
H -2.4852 -1.3138 -1.6604 -0.01 0.01 0.00 0.0810
H -3.4599 -2.7928 -1.8620 0.00 0.01 -0.01 0.1000
O -0.7411 -0.3643 -6.1712 -0.02 -0.03 -0.01 -0.0297
C 0.6188 -0.4425 -5.8073 0.02 0.01 -0.01 -0.2494
N 0.8348 -1.1144 -4.5517 0.03 0.03 -0.01 0.0964
C 1.1375 -2.4455 -4.5112 -0.13 -0.01 -0.03 -0.4369
O 1.2662 -3.1326 -5.5081 0.01 0.02 0.01 0.0740
C 1.2766 -3.0201 -3.1369 0.08 0.00 -0.01 -0.1081
C 1.0443 -4.3727 -2.9214 -0.03 -0.02 0.01 0.0208
C 1.1160 -4.8595 -1.6302 0.03 0.01 0.00 -0.0244
C 1.3832 -3.9750 -0.5955 0.06 -0.02 -0.06 -0.1164
N 1.6399 -2.6802 -0.7951 -0.25 0.12 0.24 0.0465
C 1.6175 -2.2346 -2.0508 0.07 0.03 0.00 -0.1536
H -1.0364 -1.2456 -6.4251 0.02 -0.01 -0.01 0.0902
H 0.9639 0.5868 -5.7240 -0.03 0.00 0.02 0.1162
H 1.2075 -0.9674 -6.5583 0.01 0.01 0.00 0.1270
H 0.4771 -0.6679 -3.7167 0.06 0.00 0.02 0.0720
H 0.8014 -5.0084 -3.7630 0.01 0.00 0.00 0.1286
H 0.9295 -5.9007 -1.4093 0.00 0.00 0.00 0.1175
H 1.3920 -4.3101 0.4327 -0.02 0.00 0.00 0.0926
H 1.8883 -1.1963 -2.1891 0.01 -0.01 -0.01 0.0489
S 0.2616 0.3609 -1.1645 -0.01 -0.02 -0.16 0.2255
Sb -0.7752 2.3293 -0.7178 -0.02 0.01 0.17 1.3512
C -2.7653 2.2528 -0.0722 0.05 0.05 -0.05 -0.3563
C -3.7610 2.0790 -1.0294 -0.01 0.01 -0.02 -0.1253
C -5.0814 1.9586 -0.6266 -0.02 -0.02 0.02 -0.0710
C -5.4027 2.0166 0.7236 0.01 -0.01 0.01 -0.0680
C -4.4070 2.1932 1.6729 -0.01 0.02 0.00 -0.0654
C -3.0818 2.3072 1.2773 -0.06 -0.01 0.06 -0.1285
C -0.8939 3.3905 -2.5278 0.01 -0.01 -0.03 -0.3496
C -1.8008 4.4365 -2.6666 0.03 0.00 -0.02 -0.1208
C -1.8496 5.1491 -3.8563 -0.02 0.01 0.02 -0.0763
C -0.9962 4.8185 -4.8996 0.01 -0.01 -0.01 -0.0745
C -0.0918 3.7753 -4.7595 -0.02 0.01 0.00 -0.0748
C -0.0405 3.0581 -3.5731 0.00 -0.02 0.00 -0.1286
C 0.3472 3.5273 0.5913 -0.11 0.06 -0.01 -0.3350
C -0.2523 4.4927 1.3920 -0.05 -0.03 -0.10 -0.1199
C 0.5392 5.3198 2.1775 0.08 0.03 0.00 -0.0724
C 1.9202 5.1899 2.1499 -0.10 0.07 -0.11 -0.0779
C 2.5156 4.2242 1.3491 -0.04 0.10 -0.17 -0.0850
C 1.7312 3.3849 0.5726 0.04 0.08 0.00 -0.1192
H -3.5155 2.0379 -2.0849 0.01 -0.02 0.01 0.1051
H -5.8582 1.8113 -1.3653 0.00 0.01 0.00 0.1084
H -6.4338 1.9135 1.0356 0.00 0.00 0.00 0.1082
H -4.6553 2.2254 2.7258 0.00 0.00 -0.01 0.1121
H -2.3076 2.4053 2.0243 0.10 -0.01 0.08 0.0602
H -2.4771 4.6918 -1.8585 0.00 0.01 0.00 0.1024
H -2.5566 5.9606 -3.9691 0.00 0.00 0.00 0.1069
H -1.0393 5.3737 -5.8274 0.00 0.00 0.00 0.1067
H 0.5686 3.5173 -5.5772 0.00 0.00 0.00 0.1051
H 0.6578 2.2362 -3.4600 0.00 0.00 0.00 0.0701
H -1.3300 4.6053 1.4121 0.00 0.00 0.01 0.0986
H 0.0747 6.0640 2.8112 0.00 0.00 0.00 0.1107
H 2.5369 5.8313 2.7661 0.01 0.01 0.01 0.1108
H 3.5927 4.1135 1.3442 -0.01 0.03 -0.02 0.1100
H 2.1914 2.6091 -0.0312 0.00 0.04 -0.03 0.0972